C4H14N3 | wB97M-V/def2-TZVPD

```
21
Properties=species:S:1:pos:R:3:nbo_charge:R:1
C -0.294 -0.726 2.353 -0.481
C -0.774 1.273 1.000 0.617
N -1.196 0.182 1.677 -0.189
N 0.536 1.680 0.885 -0.713
N -1.542 1.756 0.031 -0.547
H -2.179 -0.109 1.721 0.484
H 1.282 1.288 1.457 0.449
H 0.668 2.690 0.858 0.462
H -2.511 1.501 -0.148 0.462
H -1.081 2.164 -0.786 0.476
H -0.355 -1.606 1.686 0.339
H -0.874 -1.027 3.247 0.320
H 0.677 -0.490 2.756 0.299
C 1.050 -1.638 -1.638 -0.606
C 0.804 -0.464 -2.636 -0.614
H 2.060 -2.031 -1.725 0.244
H 1.082 -1.298 -0.590 0.133
H 0.345 -2.468 -1.613 0.223
H 0.826 0.381 -1.970 0.165
H -0.116 -0.594 -3.200 0.226
H 1.594 -0.465 -3.366 0.250
```

Output
- HOMO energy (spin up / spin down): -17.9479 / -17.9051 eV
- Maximum force: 0.0829 hartree/bohr
- Electronic energy: -324.27912 a.u.
- Net charge: +2
- 2S+1: 2
- <S²>: 0.77